# C40H83Br20F3O3P

A 11-piece molecular cluster, C40H83Br20F3O3P overall in a non-equilibrium geometry (ωB97M-V/def2-TZVPD, OMol25).

Results
M (g mol⁻¹): 2298.15
Energy relative to the best compared isomer or geometry (same formula, charge and spin) (kJ/mol): 91.8
Calculated total energy (eV): -1467259.933
Strongest force on any atom (eV/Å): 1.5
Total charge: -1
Gap between HOMO and LUMO (eV): 6.22
HOMO energy (eV): -4.67

Geometry (Å):
H (2.749, -2.790, 1.594)
H (-0.172, -6.265, 0.178)
F (-1.226, -0.039, -2.392)
C (0.755, -0.310, -6.957)
H (8.747, 10.674, 0.268)
H (1.770, -0.428, 0.306)
C (0.703, 0.778, -7.995)
C (-2.577, -6.361, -2.732)
Br (-3.814, -6.066, 1.624)
Br (-5.500, -3.663, 9.320)
F (0.089, -1.277, -1.286)
H (-1.035, -7.299, -1.517)
H (0.247, 0.007, -6.048)
H (0.029, -0.341, 1.839)
H (-4.258, 2.627, -2.607)
Br (-3.044, 5.243, -4.456)
C (-2.428, 2.924, -1.515)
H (1.768, -0.616, -6.716)
H (7.566, 1.048, 3.312)
H (-5.405, -9.606, -8.413)
H (-4.579, -2.011, 10.905)
H (-2.039, -8.027, -3.982)
H (-3.289, -6.743, -2.004)
H (5.213, 5.026, 3.644)
Br (6.481, 2.883, 0.130)
H (-4.864, -7.440, -9.364)
C (-2.833, -2.884, 10.022)
H (3.784, 4.352, -0.966)
H (8.574, 8.934, -0.033)
C (-0.080, -2.716, 7.168)
C (7.064, 1.811, 2.722)
Br (7.419, 3.487, 3.651)
H (3.751, 5.584, 4.481)
C (2.426, -0.733, 3.101)
H (-3.470, 3.458, -6.697)
C (-1.139, -6.458, -2.196)
H (1.933, 3.379, 0.099)
C (-5.077, -8.819, -7.737)
H (0.839, -3.270, 6.999)
Br (-4.056, -6.161, -7.417)
H (-3.699, -7.532, -4.186)
H (-4.423, -8.936, 1.876)
Br (1.927, 0.426, -9.473)
H (-2.184, -2.305, 10.675)
H (2.144, -4.041, 2.706)
C (2.511, 6.043, -1.194)
H (-7.886, 4.206, 0.685)
H (-2.484, 6.364, -6.607)
H (0.995, 0.605, 3.959)
C (-0.560, -0.094, -1.211)
C (0.707, -3.290, 1.309)
H (-0.586, 3.980, -1.177)
C (-4.307, -7.765, -8.487)
C (-1.019, 3.315, -1.931)
H (3.079, -0.619, 3.969)
C (-4.707, -8.678, 0.862)
C (-7.223, 4.545, 1.477)
F (-1.538, -0.215, -0.280)
C (4.199, 5.390, 3.508)
H (-1.338, -4.364, -1.784)
C (0.964, -4.448, 0.328)
C (7.607, 1.835, 1.319)
C (1.564, 0.519, 3.035)
H (-5.101, -6.907, -0.329)
C (0.128, -1.482, 8.002)
H (-4.206, 5.942, -6.527)
H (-2.466, 2.331, -0.606)
C (1.922, -3.090, 2.230)
H (-0.712, -0.795, 7.951)
H (1.667, -5.128, 0.801)
H (7.610, 0.833, 0.897)
H (5.991, 1.650, 2.757)
H (7.260, 9.861, 2.001)
Br (-3.966, -9.713, -6.412)
C (8.928, 9.680, 0.671)
Br (-4.542, 5.117, 2.322)
H (2.206, 6.031, -0.152)
H (-0.190, -3.449, 1.898)
H (-5.590, 3.132, 1.250)
H (-3.239, 4.417, -8.173)
H (0.562, -1.758, 3.308)
O (-3.114, 4.183, -1.197)
H (-3.016, 4.302, -0.247)
H (3.082, -0.823, 2.243)
C (1.613, -2.033, 3.310)
H (1.519, 0.779, -1.932)
C (-5.077, -7.226, 0.708)
H (-4.249, -3.661, 11.469)
C (4.127, 6.619, 2.645)
Br (-0.804, -2.274, 5.421)
Br (-7.848, 3.645, 3.088)
H (1.449, -4.022, -0.542)
H (-2.819, 2.567, -3.600)
H (-5.542, 4.518, 0.146)
H (-3.217, 1.219, -2.537)
C (3.054, 4.715, -1.694)
H (1.723, 6.444, -1.820)
H (-0.283, 0.901, -8.428)
Br (-1.059, 3.856, -7.148)
Br (10.866, 9.505, 0.753)
H (0.612, -2.364, 0.756)
C (8.299, 9.539, 2.031)
H (3.122, 6.829, 2.291)
H (-5.529, -9.316, 0.543)
H (3.336, 6.750, -1.250)
H (2.400, 1.109, 0.813)
H (-0.815, -3.369, 7.634)
H (8.606, 2.256, 1.264)
Br (3.171, 3.926, 2.746)
H (8.828, 10.094, 2.799)
C (-0.319, -5.216, -0.068)
H (-0.506, -6.684, -3.050)
O (2.078, 3.749, -1.966)
H (-2.836, -2.441, 9.029)
Br (-1.980, -4.626, 9.860)
C (-2.689, -7.163, -4.046)
H (2.229, 1.378, 2.954)
H (0.031, 1.466, 1.928)
C (0.626, 0.566, 1.801)
Br (-0.192, -1.907, -7.548)
H (0.294, -4.859, -2.112)
H (-5.935, -8.416, -7.208)
H (-2.829, -5.333, -2.956)
C (-0.606, -5.138, -1.578)
C (-5.797, 4.193, 1.154)
O (-0.194, 2.263, -2.297)
P (0.654, 1.464, -0.995)
H (-6.041, -7.028, 1.172)
Br (-3.210, -9.156, -0.284)
H (1.032, 1.722, -7.570)
Br (8.245, 7.684, 2.605)
H (3.629, 4.926, -2.598)
H (-1.133, 3.944, -2.813)
C (-4.212, -2.993, 10.615)
C (1.984, 2.836, -0.854)
H (1.839, -2.473, 4.274)
Br (1.701, -0.488, 7.432)
C (-2.951, 4.308, -7.129)
C (-3.193, 5.580, -6.362)
H (4.511, 7.485, 3.182)
Br (5.252, 6.461, 1.065)
H (-2.389, -6.525, -4.863)
H (-7.365, 5.609, 1.639)
C (-3.224, 2.300, -2.634)
H (0.317, -1.750, 9.041)
H (-0.247, 2.105, -0.067)
H (2.944, 2.308, -0.863)
H (-3.321, -8.101, -8.789)
C (1.482, 0.602, 0.519)
H (-1.145, -4.822, 0.512)

Atomic partial charges in e from the Mulliken method, atoms 1 to 99: H 0.2830; H 0.3105; F -0.2122; C -0.3489; H 0.3551; H 0.2564; C -0.5136; C 0.5158; Br -0.0938; Br -0.1301; F -0.2487; H 0.2306; H 0.1380; H 0.1030; H 0.3786; Br -0.0564; C 0.7009; H 0.3800; H 0.3354; H 0.3356; H 0.3683; H 0.3446; H -0.6059; H -0.1101; Br -0.0947; H 0.3344; C -0.5788; H -0.0137; H 0.3380; C -0.2830; C -0.3051; Br -0.1502; H 0.3786; C -1.2694; H 0.3794; C -0.7093; H 0.2255; C -0.5719; H 0.4340; Br -0.1230; H 0.4318; H 0.3629; Br -0.1677; H 0.3752; H 0.5340; C -1.1350; H 0.3689; H 0.3465; H 0.4957; C 0.3030; C 0.5371; H 0.0077; C -0.5778; C -0.0915; H 0.4992; C -0.5622; C -0.5953; F -0.3227; C -0.1838; H 0.2183; C -1.2319; C -0.5912; C -0.3651; H 0.3216; C -0.5420; H 0.3263; H 0.4300; C -1.0812; H 0.3938; H 0.3312; H 0.3456; H 0.0976; H 0.3067; Br -0.1365; C -0.5622; Br -0.1481; H 0.0953; H 0.3740; H 0.4143; H 0.3769; H -0.3167; O -0.5230; H 0.2250; H 0.5256; C 0.1293; H -0.5817; C -0.6232; H 0.3947; C -0.6377; Br -0.0586; Br -0.1602; H 0.5436; H 0.1660; H 0.2945; H 0.3490; C 0.0550; H 0.3182; H 0.4230; Br -0.1108